Formula: C60H48N9OP2TeTi
Source: the Open Molecules 2025 dataset
Level of theory: ωB97M-V with the def2-TZVPD basis set

Structure (ORCA input):
```
! wB97M-V def2-TZVPD RIJCOSX def2/J DEFGRID3
* xyz -1 1
H 1.6579 -2.8089 6.1808
C -1.4256 -3.0819 -0.5753
H 0.6194 -4.2006 1.5644
N -1.2707 -1.7484 -0.5521
C 0.8443 -3.8861 2.5778
P 2.2497 1.3809 -1.2425
N 6.1011 1.7723 -7.2406
H -1.0870 0.8171 -2.4405
C 1.5947 5.3820 -0.6876
C 2.8110 5.2003 -2.7524
C -1.7016 -1.0516 -1.6155
C 5.5928 2.6429 0.8533
H 4.0843 2.0175 -7.5218
H 0.8826 3.6387 5.9035
C 3.5626 -2.0362 -4.9251
C 2.0348 -4.2473 4.6409
C -1.5909 0.4519 -1.5392
N -0.8873 6.3850 6.7080
C 5.1545 1.0199 2.6854
C -0.7205 3.3105 3.7330
C 0.1410 4.4195 5.7976
C 3.6035 -4.2867 -3.2949
C -5.1714 -0.6042 1.2222
H 2.7139 -4.8389 5.2412
C -0.4448 0.8847 -6.9340
C 4.4833 1.3459 -5.5192
C -2.4414 -3.0259 -2.7335
C 3.2246 -1.0805 0.3565
H 8.0656 1.4746 -6.7381
H 1.4080 3.2072 3.5259
H -2.0996 -4.8284 -1.6007
C -1.9616 1.5917 2.5888
H 3.3550 3.2015 -3.3489
C 3.4572 1.4104 0.2506
H 2.2208 -5.4871 2.9025
C 2.8536 3.8193 -2.6106
H 7.6054 0.7355 -4.4159
H -2.3899 7.2305 5.6033
H 0.0695 0.9573 -0.5935
C 5.8620 2.0060 2.1337
H -2.6062 -1.0395 -3.5520
C -1.6462 5.4641 4.6299
H -6.0116 -1.2041 0.9001
C 4.3795 -3.1116 -5.2380
C -3.8859 -1.0720 1.1405
H -1.0167 1.2446 -7.7808
H 3.5378 -1.1725 -5.5763
N -0.8046 0.9606 2.2972
C -2.2856 -1.6528 -2.7193
H 5.0030 -3.0708 -6.1234
C 0.5453 -2.3630 4.4111
C 0.0076 5.4007 6.7639
C -3.1151 0.8722 2.0968
H 0.7920 -1.9873 -5.6273
H 5.4455 0.6334 3.6559
C 4.8434 1.7293 -6.8003
C -1.6839 6.4069 5.6413
C 6.7877 1.0122 -5.0721
C 0.4592 2.7468 3.2817
C -0.1532 -0.4668 -6.8083
C 1.4729 0.9197 1.8542
H 2.1479 7.0588 -1.9095
H 0.6473 5.3994 7.6406
N -5.4598 0.6329 1.6807
C 5.4699 0.9598 -4.6166
H 5.0801 -5.0542 -4.6497
H -3.6814 -2.0621 0.7518
C 4.4182 -4.2294 -4.4160
C 1.4287 -3.1103 5.1645
H -2.6056 0.8670 -1.5303
H 6.3191 3.3863 0.5420
C 1.7394 -4.6168 3.3350
H -2.3121 5.5479 3.7806
H 1.1333 2.0074 -4.1498
C 0.0126 1.7745 -5.9713
H 3.2757 5.6712 -3.6109
H -1.0961 -3.6044 0.3126
H 3.6164 -5.1598 -2.6535
C 0.2171 -2.7188 3.0804
H -2.9015 3.2347 3.5833
C 3.9226 0.4223 2.0809
N -0.6246 -1.9801 2.3325
C 1.0564 -0.0439 -4.7533
N 4.0658 0.0569 0.6240
H -4.6593 2.3265 2.4910
H 0.0799 -1.4723 4.8176
C 2.9648 0.7094 -2.7624
N 1.0884 -0.2514 1.2675
N -2.8287 -0.3402 1.5312
H 3.7416 -1.9426 -0.0465
C -4.4353 1.3330 2.1205
C 1.6300 4.0030 -0.5482
C 0.4183 1.5844 2.4886
H 2.9574 2.4504 2.2039
H 4.5214 2.9877 -0.8839
C 2.1837 5.9822 -1.7927
H 1.1059 5.9907 0.0643
C 4.5687 2.4095 0.0267
H 3.5627 -0.4135 2.6814
H 2.1327 -3.2558 -2.1198
H 3.4426 1.3475 -5.2153
H -2.9172 -3.5134 -3.5737
C 2.7785 -3.2137 -2.9895
O -0.9313 0.8752 -0.3732
C -1.9978 -3.7530 -1.6334
C 2.7639 -2.0677 -3.7829
H -0.2119 2.8312 -6.0581
P 1.7816 -0.6428 -3.1644
C 2.8486 1.4816 1.7186
H 6.7223 2.3876 2.6739
C 0.7539 1.3129 -4.8927
C 7.0453 1.4224 -6.3686
C 0.5761 -0.9288 -5.7225
C -1.9692 2.7669 3.2996
C -0.7218 4.4189 4.6991
H 1.1684 3.5264 0.3122
H -0.5034 -1.1677 -7.5579
C 1.9136 -1.1729 0.6685
Ti -0.8313 -0.6703 1.2112
Te 5.0463 0.2712 -2.6494
C 2.2741 3.2100 -1.5021
H 1.3892 -2.0881 0.4095
*
```

Orbital gap (alpha / beta), Ha: 0.1492 / 0.1492
Calculated total energy, Ha: -4683.45620
Energy relative to the best compared isomer or geometry (same formula, charge and spin), kJ/mol: 283.7
E_LUMO (alpha / beta), eV: 0.9 / 0.9
HOMO level (alpha / beta), eV: -3.140 / -3.140

Atomic partial charges in e from the Löwdin method, atoms 1 to 99: number 1, H, carries 0.093; number 2, C, carries -0.107; number 3, H, carries 0.083; number 4, N, carries 0.028; number 5, C, carries -0.063; number 6, P, carries 0.936; number 7, N, carries 0.031; number 8, H, carries 0.122; number 9, C, carries -0.093; number 10, C, carries -0.089; number 11, C, carries -0.238; number 12, C, carries -0.091; number 13, H, carries 0.099; number 14, H, carries 0.111; number 15, C, carries -0.128; number 16, C, carries -0.129; number 17, C, carries -0.174; number 18, N, carries 0.038; number 19, C, carries -0.039; number 20, C, carries -0.171; number 21, C, carries -0.017; number 22, C, carries -0.096; number 23, C, carries -0.122; number 24, H, carries 0.086; number 25, C, carries -0.116; number 26, C, carries -0.140; number 27, C, carries -0.035; number 28, C, carries -0.143; number 29, H, carries 0.094; number 30, H, carries 0.121; number 31, H, carries 0.108; number 32, C, carries -0.237; number 33, H, carries 0.082; number 34, C, carries -0.427; number 35, H, carries 0.094; number 36, C, carries -0.111; number 37, H, carries 0.084; number 38, H, carries 0.098; number 39, H, carries 0.042; number 40, C, carries -0.103; number 41, H, carries 0.127; number 42, C, carries -0.028; number 43, H, carries 0.101; number 44, C, carries -0.086; number 45, C, carries -0.093; number 46, H, carries 0.091; number 47, H, carries 0.095; number 48, N, carries -0.036; number 49, C, carries -0.004; number 50, H, carries 0.101; number 51, C, carries -0.041; number 52, C, carries -0.158; number 53, C, carries -0.146; number 54, H, carries 0.098; number 55, H, carries 0.096; number 56, C, carries -0.162; number 57, C, carries -0.162; number 58, C, carries -0.152; number 59, C, carries 0.054; number 60, C, carries -0.107; number 61, C, carries -0.216; number 62, H, carries 0.092; number 63, H, carries 0.099; number 64, N, carries 0.079; number 65, C, carries -0.544; number 66, H, carries 0.094; number 67, H, carries 0.112; number 68, C, carries -0.101; number 69, C, carries -0.117; number 70, H, carries 0.139; number 71, H, carries 0.096; number 72, C, carries -0.116; number 73, H, carries 0.108; number 74, H, carries 0.080; number 75, C, carries -0.095; number 76, H, carries 0.098; number 77, H, carries 0.096; number 78, H, carries 0.096; number 79, C, carries -0.388; number 80, H, carries 0.100; number 81, C, carries -0.213; number 82, N, carries -0.078; number 83, C, carries -0.394; number 84, N, carries -0.038; number 85, H, carries 0.116; number 86, H, carries 0.103; number 87, C, carries -0.950; number 88, N, carries -0.091; number 89, N, carries 0.024; number 90, H, carries 0.093; number 91, C, carries -0.066; number 92, C, carries -0.091; number 93, C, carries -0.214; number 94, H, carries 0.135; number 95, H, carries 0.071; number 96, C, carries -0.109; number 97, H, carries 0.097; number 98, C, carries -0.113; number 99, H, carries 0.146